88
Properties=species:S:1:pos:R:3:lowdin_charge:R:1 method="wB97M-V/def2-TZVPD" total_charge=-2 largest_force_ev_per_a=11.23 e_homo_ev="-0.4916 / -1.8046" e_above_lowest_kj_mol=2026.9 spin_multiplicity=4
V -0.48278 0.38770 1.67511 0.9611
C -0.48599 2.69217 -1.59035 -0.1832
C -1.49019 1.59848 -2.13040 -0.1671
C -1.56180 0.30792 -1.26740 -0.2368
N -1.84795 0.44715 0.14841 -0.0818
C -2.97287 1.14562 0.33827 -0.3145
C -3.86040 1.30725 -0.62517 -0.0341
C -4.98953 2.32819 -0.61815 -0.0795
C -5.25526 3.13742 0.32810 -0.1824
C -4.72690 3.38439 1.61523 -0.0144
C -3.74184 2.54725 2.14408 -0.0111
C -3.15746 1.37779 1.70664 -0.2507
N -2.23103 0.85848 2.47060 -0.0185
C -2.07798 1.30511 3.90606 -0.2333
C -1.20381 0.60619 4.79922 -0.1656
C 0.35849 0.70797 4.67070 -0.2278
N 0.60249 0.96893 3.26489 -0.1578
C 1.90136 1.43339 3.02984 -0.1621
C 2.92578 1.54522 4.01878 -0.1156
C 4.22419 2.17592 3.88837 -0.1557
C 5.02554 2.75077 2.83193 -0.1769
C 4.55457 2.72635 1.52181 -0.2048
C 3.25238 2.65576 1.13677 -0.1723
C 2.12055 2.03626 1.43688 -0.1917
N 1.09265 1.48840 0.62733 -0.0736
C 1.46108 1.40828 -0.83278 -0.2739
C 1.10224 2.59480 -1.64831 -0.1648
H -0.60628 2.50749 -0.48794 0.0919
H -1.06183 3.50085 -1.74875 0.0540
H -0.95963 1.38368 -3.18400 0.1363
H -2.39879 1.99454 -2.36267 0.0355
H -0.44116 0.03453 -1.23993 0.1061
H -2.01779 -0.52437 -1.71046 0.0836
H -3.87828 0.73630 -1.52372 0.0861
H -5.56139 1.93315 -1.64864 0.1617
H -6.05838 3.78593 0.12320 0.0792
H -4.93637 4.07463 2.32769 0.0698
H -3.77413 2.40609 3.29927 0.1304
H -3.06324 1.13610 4.27178 0.1106
H -2.24349 2.31064 3.83361 0.0718
H -1.32793 -0.45095 4.51096 0.1126
H -1.51124 0.68197 5.92461 0.1526
H 0.79099 -0.22502 5.07970 0.1204
H 0.80611 1.69041 5.20187 0.1334
H 2.49186 1.85580 5.01817 0.0794
H 4.84956 2.27972 4.84878 0.0826
H 6.14733 2.94876 3.05509 0.0970
H 5.25686 3.15745 0.62415 0.1195
H 3.24485 2.99047 0.04478 0.0995
H 1.19270 0.61034 -1.35185 0.0276
H 2.53045 1.39733 -0.95826 0.0945
H 1.21642 2.61476 -2.74481 0.1083
H 1.29055 3.50751 -1.14750 0.0910
F -2.10761 0.18425 8.69348 -0.9585
C -0.48879 -5.79897 2.10341 -0.2913
F 0.37157 -6.54487 2.96698 -0.0203
F -1.40631 -6.68691 1.69469 0.0745
C -0.19570 -4.51327 1.78106 -0.1928
C -1.53923 -3.74213 1.49496 -0.0120
C -1.36131 -2.24684 1.40213 -0.1589
N -0.22083 -1.50596 1.73162 -0.1727
C 0.81987 -2.33085 2.30522 -0.0811
C 1.00713 -3.72395 2.04855 -0.0377
H -2.47926 -4.15986 0.94687 0.1036
H -2.35771 -1.79369 1.07436 0.1006
H 1.74072 -1.66432 2.67265 0.1444
H 1.89508 -3.95531 2.53486 0.0605
C 4.31220 -0.17591 -4.58333 -0.0107
O 2.94201 -0.89949 -4.90336 -0.2959
H 4.95337 -0.72086 -4.07721 -0.0042
H 4.33603 0.77614 -3.86941 0.1347
H 4.89078 -0.09526 -5.43804 0.0454
C 1.09713 -3.53576 -6.27684 -0.2078
Si 0.86731 -2.60380 -4.81219 0.6322
C -0.92677 -1.80410 -4.99823 -0.2232
C 0.18216 -4.28891 -3.43064 -0.1397
C 2.15787 -1.47947 -3.88924 -0.2749
H 1.47135 -4.44982 -6.61110 0.0127
H 1.42886 -2.92359 -7.01423 -0.0240
H -0.18655 -3.53873 -6.29411 0.1042
H -1.75522 -1.94444 -5.83310 0.0745
H -0.75515 -0.88734 -5.57736 -0.0062
H -1.30060 -1.11647 -4.16770 0.0270
H -0.51937 -3.49621 -3.20782 -0.1110
H 0.86278 -4.57615 -2.70633 -0.0604
H -0.98905 -4.74993 -4.08113 0.1371
H 3.18336 -2.19867 -3.38552 0.1852
H 1.55662 -1.06983 -3.19560 0.0000

10
Properties=species:S:1:pos:R:3:lowdin_charge:R:1 method="wB97M-V/def2-TZVPD" largest_force_ev_per_a=7.74 smiles=N#Cc1n[nH]nc1O e_homo_ev=-9.9427 e_above_lowest_kj_mol=135.3
N 3.06233 0.28751 -0.44785 0.1418
C 1.95034 0.18267 -0.34263 -0.1439
C 0.49662 0.43318 0.15579 -0.2387
N -0.01179 1.36423 -0.49804 0.1326
N -1.31791 0.88984 -0.57125 -0.0749
N -1.60895 -0.33502 -0.17463 0.1495
C -0.49764 -0.64157 0.39567 -0.3280
O -0.44602 -1.80849 1.14647 0.0960
H -2.09376 1.53084 -0.93989 0.1955
H 0.46677 -1.90318 1.27637 0.0700

18
Properties=species:S:1:pos:R:3:lowdin_charge:R:1 method="wB97M-V/def2-TZVPD" largest_force_ev_per_a=10.80 e_homo_ev=-9.0807 e_above_lowest_kj_mol=434.5
C 0.68820 -1.36624 -1.72529 -0.1491
C 0.46726 -1.39352 -0.23926 -0.3165
C -1.83711 -0.23537 -0.30835 -0.0116
C 0.05113 0.89971 0.76520 -0.5620
C 1.51504 1.13239 0.53369 -0.0306
H -0.33219 -1.80525 -2.23970 0.1060
H 1.24452 -2.34390 -2.32036 0.1215
H 1.19703 -0.38428 -2.19737 0.0971
H 1.39728 -1.27239 0.54919 0.1548
H 0.02409 -2.36114 0.13329 0.1175
H -2.41313 0.47440 0.20589 0.0529
H -2.43946 -1.41517 -0.06029 0.1745
H -1.81639 -0.12124 -1.23381 -0.0323
H 2.00369 0.84158 -0.59655 0.1422
H 1.54277 2.13914 0.63441 0.0159
H 2.27147 0.83643 1.40626 0.1283
N -0.42613 -0.33604 0.21393 -0.1328
O -0.62548 1.69279 1.25819 0.1240